A) {"formula": "C48H132N12O12", "method": "ωB97M-V/def2-TZVPD", "homo_lumo_gap_ev": 8.4, "smiles": "COC[C@H](C)N.COC[C@H](C)N.COC[C@H](C)N.COC[C@H](C)N.COC[C@H](C)N.COC[C@H](C)N.COC[C@H](C)N.COC[C@H](C)N.COC[C@H](C)N.COC[C@H](C)N.COC[C@H](C)N.COC[C@H](C)N", "total_charge": 0, "mol_weight_g_mol": 1069.7, "lumo_ev": 0.4, "species": ["C", "O", "C", "C", "C", "N", "H", "H", "H", "H", "H", "H", "H", "H", "H", "H", "H", "C", "O", "C", "C", "C", "N", "H", "H", "H", "H", "H", "H", "H", "H", "H", "H", "H", "C", "O", "C", "C", "C", "N", "H", "H", "H", "H", "H", "H", "H", "H", "H", "H", "H", "C", "O", "C", "C", "C", "N", "H", "H", "H", "H", "H", "H", "H", "H", "H", "H", "H", "C", "O", "C", "C", "C", "N", "H", "H", "H", "H", "H", "H", "H", "H", "H", "H", "H", "C", "O", "C", "C", "C", "N", "H", "H", "H", "H", "H", "H", "H", "H", "H", "H", "H", "C", "O", "C", "C", "C", "N", "H", "H", "H", "H", "H", "H", "H", "H", "H", "H", "H", "C", "O", "C", "C", "C", "N", "H", "H", "H", "H", "H", "H", "H", "H", "H", "H", "H", "C", "O", "C", "C", "C", "N", "H", "H", "H", "H", "H", "H", "H", "H", "H", "H", "H", "C", "O", "C", "C", "C", "N", "H", "H", "H", "H", "H", "H", "H", "H", "H", "H", "H", "C", "O", "C", "C", "C", "N", "H", "H", "H", "H", "H", "H", "H", "H", "H", "H", "H", "C", "O", "C", "C", "C", "N", "H", "H", "H", "H", "H", "H", "H", "H", "H", "H", "H"], "positions_angstrom": [[-0.62478, 0.96417, 5.83903], [-0.35369, 2.34332, 5.53114], [-1.53914, 2.87275, 4.99454], [-1.46330, 4.38980, 4.91985], [-1.01312, 4.97659, 6.30968], [-2.70468, 5.05329, 4.54896], [0.21036, 0.55799, 6.40970], [-0.56502, 0.37786, 4.92209], [-1.39036, 0.80847, 6.59913], [-1.68516, 2.45433, 3.99869], [-2.41948, 2.50355, 5.52064], [-0.78378, 4.74974, 4.14733], [-1.01202, 6.06447, 6.37754], [-0.02735, 4.61024, 6.59628], [-1.68649, 4.66142, 7.10677], [-3.31566, 4.93252, 5.34408], [-2.54366, 6.05036, 4.54484], [-1.92494, 2.33920, -7.48848], [-0.96896, 3.04055, -6.72386], [0.28142, 2.44186, -6.66768], [0.32550, 1.22523, -5.74538], [-0.09966, 1.59727, -4.34692], [1.63980, 0.65919, -5.57727], [-2.62263, 3.02550, -7.96839], [-2.55025, 1.67359, -6.89347], [-1.46301, 1.79494, -8.31220], [0.70215, 2.13623, -7.62563], [0.94315, 3.24950, -6.35475], [-0.31589, 0.48923, -6.23016], [0.17066, 0.82046, -3.63166], [-1.16262, 1.83527, -4.30734], [0.42873, 2.46619, -3.95466], [2.18200, 1.38711, -5.13427], [1.72614, -0.12569, -4.94750], [-3.26942, 5.45546, 0.42158], [-4.46500, 5.78176, 1.07956], [-4.52704, 7.05736, 1.66784], [-5.78360, 7.00602, 2.56017], [-6.35625, 8.40004, 2.80696], [-5.40888, 6.60035, 3.85719], [-3.04711, 6.19808, -0.34470], [-3.38597, 4.48257, -0.05591], [-2.45867, 5.46943, 1.15000], [-3.64134, 7.30202, 2.25418], [-4.70894, 7.73197, 0.83124], [-6.59158, 6.44919, 2.08559], [-5.66185, 9.09039, 3.28583], [-7.28044, 8.44485, 3.38313], [-6.69613, 8.88708, 1.89298], [-4.92787, 7.37281, 4.29540], [-4.70339, 5.89438, 3.70232], [2.92822, -0.94279, 4.82017], [3.23129, 0.03917, 3.83549], [2.80138, 1.34077, 4.25632], [2.06843, 1.94850, 3.04826], [2.98924, 2.17998, 1.85146], [1.53967, 3.19965, 3.55471], [3.08180, -1.96079, 4.46212], [1.92854, -0.80361, 5.23169], [3.68226, -0.85263, 5.60209], [2.09821, 1.31610, 5.08881], [3.64871, 1.89111, 4.66529], [1.18021, 1.36942, 2.79561], [3.90614, 2.69576, 2.13671], [2.43825, 2.61802, 1.01922], [3.37255, 1.21098, 1.53175], [1.11795, 2.98868, 4.44788], [0.80744, 3.40967, 2.89150], [4.86218, -1.66608, 1.14823], [6.22417, -2.01631, 1.30501], [6.98507, -1.63211, 0.14224], [8.38690, -2.14356, 0.41507], [9.13709, -1.28492, 1.43433], [9.21901, -2.16572, -0.79160], [4.34690, -2.10794, 0.29538], [4.81807, -0.57908, 1.08043], [4.31611, -2.08122, 1.99532], [6.59600, -2.13632, -0.74235], [6.98553, -0.57396, -0.11935], [8.36877, -3.16590, 0.79268], [9.17950, -0.25719, 1.07366], [10.07980, -1.78043, 1.66641], [8.63635, -1.31814, 2.40193], [8.72407, -2.49196, -1.60934], [9.52660, -1.26315, -1.12455], [3.62671, 3.95526, -5.44515], [3.41694, 2.71835, -4.76683], [4.12513, 2.66546, -3.47246], [3.97916, 1.24426, -2.92438], [4.13234, 1.16288, -1.42531], [4.85505, 0.26477, -3.56999], [3.21771, 4.81880, -4.92064], [3.20437, 3.90312, -6.44865], [4.69777, 3.99918, -5.64267], [5.14231, 3.05678, -3.49038], [3.62204, 3.37239, -2.81272], [2.97199, 0.86393, -3.09483], [3.89168, 0.17518, -1.03210], [3.32146, 1.78791, -1.05125], [5.13907, 1.47622, -1.14889], [5.76388, 0.65279, -3.36127], [4.78672, 0.43022, -4.56400], [1.34342, -5.08161, 0.90657], [0.25432, -4.59837, 0.13279], [-0.54595, -5.66012, -0.32495], [-1.01658, -5.23592, -1.70941], [-2.05116, -6.21564, -2.27470], [0.07214, -5.09573, -2.71239], [1.99142, -5.67528, 0.26179], [1.09821, -5.68334, 1.78173], [1.92936, -4.34730, 1.45935], [-0.01804, -6.60346, -0.46466], [-1.28746, -5.78146, 0.46470], [-1.54291, -4.29410, -1.55429], [-2.51203, -5.87441, -3.20166], [-2.86745, -6.40098, -1.57655], [-1.51661, -7.14178, -2.48596], [0.46461, -5.97704, -3.01132], [0.83606, -4.69180, -2.18955], [-8.10848, 1.50249, 5.30373], [-7.42810, 2.47279, 4.45696], [-6.03910, 2.23778, 4.15823], [-5.74127, 3.06270, 2.89511], [-6.41061, 2.46289, 1.63980], [-4.29525, 3.20945, 2.66944], [-7.51584, 1.33355, 6.20281], [-8.32065, 0.54726, 4.82350], [-9.07559, 1.86473, 5.65239], [-5.49336, 2.56849, 5.04191], [-5.72596, 1.20707, 3.99182], [-6.08761, 4.08810, 3.02435], [-7.48740, 2.61949, 1.57593], [-6.29800, 1.38777, 1.50002], [-5.94391, 2.94605, 0.78140], [-3.78751, 3.68547, 3.40135], [-4.14509, 3.82348, 1.88171], [-4.10290, -0.90586, -6.47453], [-3.97593, -2.23611, -5.95212], [-3.16835, -2.29374, -4.77332], [-1.65421, -2.07940, -5.01492], [-0.91159, -2.97212, -5.96721], [-1.04857, -2.19369, -3.69295], [-3.12867, -0.54552, -6.80491], [-4.63217, -0.31028, -5.73072], [-4.71436, -0.88674, -7.37666], [-3.55856, -1.63288, -3.99931], [-3.26282, -3.24677, -4.25282], [-1.60770, -1.08807, -5.46572], [0.16021, -2.79075, -6.04757], [-1.19705, -2.91358, -7.01754], [-0.95783, -4.00559, -5.62385], [-0.09442, -2.00362, -3.96419], [-0.98150, -3.18433, -3.50790], [-1.75395, 1.55633, 0.65203], [-0.33938, 1.65027, 0.22168], [-0.01255, 0.56706, -0.61684], [0.15093, -0.81768, 0.07352], [1.04171, -0.95271, 1.30392], [0.62835, -1.79194, -0.91731], [-2.18009, 2.36503, 1.24577], [-2.09831, 0.66917, 1.18351], [-2.28207, 1.43794, -0.29410], [-0.67333, 0.50424, -1.48143], [0.91712, 0.97300, -1.01562], [-0.87888, -1.13240, 0.24246], [1.02623, -2.00872, 1.57355], [0.60981, -0.38651, 2.12914], [2.11169, -0.76994, 1.20469], [0.01201, -1.89606, -1.71064], [0.50011, -2.68034, -0.45427], [4.62870, -5.14956, -1.47150], [3.73986, -4.74071, -2.56466], [3.30569, -3.33847, -2.52166], [2.48633, -2.94724, -3.75516], [3.22510, -3.11413, -5.06732], [2.01920, -1.51349, -3.66202], [3.97018, -5.65255, -0.76336], [5.23127, -4.33138, -1.07705], [5.36017, -5.83712, -1.89613], [2.80704, -3.09291, -1.58403], [4.12793, -2.63805, -2.37519], [1.57318, -3.52592, -3.89437], [4.13887, -2.52302, -5.12839], [2.66304, -2.89659, -5.97554], [3.45490, -4.17657, -5.14802], [1.71347, -1.39505, -2.70672], [2.85807, -0.95410, -3.60321], [-0.35600, -3.05679, 4.17638], [-1.25642, -4.06304, 4.64172], [-1.37905, -5.02606, 3.61199], [-2.48982, -6.02459, 3.83761], [-2.79486, -6.89742, 2.60230], [-3.74568, -5.35806, 4.14820], [0.22159, -2.71155, 5.03387], [-0.82500, -2.14320, 3.81100], [0.30945, -3.37206, 3.37272], [-1.59723, -4.48904, 2.68890], [-0.46320, -5.60834, 3.51070], [-2.25060, -6.64611, 4.70051], [-3.12271, -6.43590, 1.67084], [-3.45525, -7.75858, 2.70427], [-1.86467, -7.33776, 2.24321], [-3.59303, -4.65748, 4.85952], [-3.87838, -4.82729, 3.29921]]}



B) {"formula": "C48H132N12O12", "method": "ωB97M-V/def2-TZVPD", "homo_lumo_gap_ev": 9.3, "smiles": "COC[C@H](C)N.COC[C@H](C)N.COC[C@H](C)N.COC[C@H](C)N.COC[C@H](C)N.COC[C@H](C)N.COC[C@H](C)N.COC[C@H](C)N.COC[C@H](C)N.COC[C@H](C)N.COC[C@H](C)N.COC[C@H](C)N", "total_charge": 0, "mol_weight_g_mol": 1069.7, "lumo_ev": 0.5, "species": ["C", "O", "C", "C", "C", "N", "H", "H", "H", "H", "H", "H", "H", "H", "H", "H", "H", "C", "O", "C", "C", "C", "N", "H", "H", "H", "H", "H", "H", "H", "H", "H", "H", "H", "C", "O", "C", "C", "C", "N", "H", "H", "H", "H", "H", "H", "H", "H", "H", "H", "H", "C", "O", "C", "C", "C", "N", "H", "H", "H", "H", "H", "H", "H", "H", "H", "H", "H", "C", "O", "C", "C", "C", "N", "H", "H", "H", "H", "H", "H", "H", "H", "H", "H", "H", "C", "O", "C", "C", "C", "N", "H", "H", "H", "H", "H", "H", "H", "H", "H", "H", "H", "C", "O", "C", "C", "C", "N", "H", "H", "H", "H", "H", "H", "H", "H", "H", "H", "H", "C", "O", "C", "C", "C", "N", "H", "H", "H", "H", "H", "H", "H", "H", "H", "H", "H", "C", "O", "C", "C", "C", "N", "H", "H", "H", "H", "H", "H", "H", "H", "H", "H", "H", "C", "O", "C", "C", "C", "N", "H", "H", "H", "H", "H", "H", "H", "H", "H", "H", "H", "C", "O", "C", "C", "C", "N", "H", "H", "H", "H", "H", "H", "H", "H", "H", "H", "H", "C", "O", "C", "C", "C", "N", "H", "H", "H", "H", "H", "H", "H", "H", "H", "H", "H"], "positions_angstrom": [[-0.27585, -1.82895, -3.96399], [-0.08104, -3.13955, -3.55434], [-0.47902, -3.36242, -2.20105], [-0.04067, -4.80383, -1.81950], [-1.18636, -5.64049, -2.46712], [0.17453, -4.94778, -0.38668], [-0.06556, -1.81095, -5.00753], [0.42248, -1.20786, -3.42320], [-1.30308, -1.47747, -3.64719], [0.09016, -2.65886, -1.57554], [-1.50143, -3.25122, -2.07765], [0.96566, -5.01917, -2.34145], [-2.12789, -5.46833, -1.95578], [-0.98490, -6.75072, -2.45345], [-1.33083, -5.39463, -3.53530], [-0.53330, -4.36806, 0.02493], [1.12087, -4.60810, -0.17489], [-0.92051, -2.68155, 4.66481], [-1.79104, -2.44326, 3.61378], [-1.97791, -3.63464, 2.88085], [-2.83026, -3.42803, 1.70575], [-3.30743, -4.77492, 1.14070], [-2.15841, -2.55813, 0.72575], [-1.29191, -3.57634, 5.24817], [-0.96476, -1.83351, 5.38451], [0.03125, -3.00753, 4.32326], [-0.96140, -4.01169, 2.64217], [-2.42551, -4.40337, 3.51527], [-3.78043, -3.02999, 2.12221], [-3.89846, -4.58722, 0.23935], [-3.88812, -5.34258, 1.88494], [-2.51395, -5.44201, 0.81935], [-2.66470, -2.43188, -0.17813], [-1.92416, -1.80178, 1.25130], [4.15784, -4.76991, -0.03402], [3.72908, -4.79806, 1.25206], [3.55562, -6.10205, 1.64682], [2.91991, -6.14526, 3.05911], [2.69065, -7.62014, 3.38343], [1.62769, -5.39341, 3.13601], [5.23076, -4.93568, -0.08076], [3.87089, -3.80122, -0.50130], [3.68909, -5.60438, -0.59154], [2.80266, -6.55977, 1.01202], [4.56154, -6.68103, 1.62043], [3.67745, -5.66507, 3.72569], [1.83415, -8.05267, 2.66551], [2.37638, -7.83929, 4.40132], [3.58011, -8.19297, 3.10997], [0.93547, -6.05824, 2.86659], [1.51284, -4.66439, 2.38619], [-2.01917, 4.52016, -3.27437], [-0.73564, 4.25592, -3.76541], [-0.49856, 2.92695, -4.27327], [0.66179, 2.88740, -5.21091], [0.47042, 3.64472, -6.50263], [0.88832, 1.45591, -5.33890], [-2.74716, 4.74095, -4.12500], [-1.94217, 5.37435, -2.60719], [-2.36231, 3.58570, -2.67905], [-0.26568, 2.32715, -3.40665], [-1.35269, 2.53987, -4.81825], [1.43315, 3.30664, -4.63065], [1.44664, 3.56382, -6.93308], [0.21694, 4.71336, -6.30978], [-0.45334, 3.38498, -7.06709], [1.27942, 1.20552, -6.26806], [1.47570, 0.91293, -4.63666], [-3.29804, -0.08468, -2.41488], [-3.35331, -1.46595, -2.28919], [-4.67960, -1.92748, -2.37829], [-4.73048, -3.42787, -2.61133], [-3.95135, -3.85288, -3.84579], [-6.16424, -3.82441, -2.57140], [-3.62884, 0.20020, -3.42531], [-2.28232, 0.20584, -2.25928], [-3.89272, 0.41286, -1.60097], [-5.31496, -1.65262, -1.50301], [-5.12839, -1.40850, -3.26780], [-4.16193, -3.86264, -1.77793], [-4.34094, -3.33903, -4.71731], [-4.00900, -4.94200, -4.00073], [-2.87718, -3.75032, -3.75773], [-6.51826, -3.83510, -3.51437], [-6.35256, -4.76508, -2.17250], [5.44804, 4.12102, -1.59383], [4.64871, 5.34925, -1.43131], [3.31434, 4.99502, -1.82035], [2.37051, 6.20641, -1.64389], [2.56963, 6.67862, -0.20138], [0.95893, 5.84416, -1.81014], [5.59629, 3.77671, -2.60420], [4.90770, 3.34032, -1.05295], [6.40393, 4.28830, -1.10268], [3.36702, 4.64405, -2.85169], [3.00271, 4.12638, -1.22720], [2.59915, 7.01499, -2.33475], [1.98319, 6.12715, 0.50869], [2.14036, 7.66898, -0.07679], [3.58855, 6.80868, 0.16545], [0.68687, 5.14638, -1.12786], [0.80497, 5.39865, -2.72484], [3.89985, 0.46829, -2.17837], [4.00919, 0.26211, -3.54464], [5.29896, 0.01243, -4.01252], [5.36956, 0.18849, -5.48746], [4.61782, -0.88133, -6.19639], [6.75912, 0.14260, -5.89289], [4.13480, -0.39887, -1.58837], [2.91773, 0.72434, -1.80317], [4.56085, 1.36887, -1.94116], [6.02250, 0.63388, -3.49669], [5.57297, -1.03320, -3.71273], [4.88942, 1.17126, -5.76670], [4.81881, -0.79905, -7.22565], [3.57117, -0.85826, -6.00253], [4.82280, -1.88971, -5.88140], [6.82497, 0.52406, -6.85016], [7.37410, 0.67919, -5.25745], [6.18054, 0.44607, 2.49270], [4.86731, 0.00709, 2.78140], [4.13695, -0.85115, 1.94567], [2.87078, -1.03993, 2.67516], [3.18476, -1.64919, 3.99055], [1.95849, -1.86288, 1.88367], [6.50466, 0.72633, 3.50652], [6.15779, 1.35237, 1.82610], [6.88252, -0.32168, 2.15373], [3.98529, -0.39420, 0.97841], [4.61570, -1.84189, 1.75878], [2.42271, -0.03106, 2.84394], [2.27416, -1.77064, 4.51302], [3.88127, -1.06984, 4.62774], [3.65329, -2.64323, 3.86677], [1.20400, -2.15623, 2.52309], [2.38907, -2.81333, 1.58644], [-6.49744, -2.68865, 0.85047], [-6.81545, -1.43073, 1.41191], [-6.55865, -1.27821, 2.84383], [-7.06671, 0.07581, 3.37613], [-8.55208, 0.18670, 3.46261], [-6.40741, 1.20230, 2.78358], [-6.88108, -2.69667, -0.15354], [-7.10188, -3.45877, 1.39132], [-5.48635, -2.97178, 0.96650], [-7.24651, -2.04807, 3.43082], [-5.54621, -1.53823, 3.12839], [-6.70554, -0.10616, 4.34065], [-8.84777, 1.26052, 3.59255], [-8.91202, -0.27360, 4.41495], [-9.09019, -0.26283, 2.64407], [-6.66580, 1.34546, 1.81107], [-6.69214, 1.98844, 3.28649], [3.09794, 3.25791, 1.77997], [1.85706, 3.12787, 2.51215], [2.16469, 2.79012, 3.81072], [0.74862, 2.53690, 4.52103], [0.45416, 3.65210, 5.47356], [0.83284, 1.29803, 5.28141], [3.66349, 2.30193, 1.66832], [3.82464, 3.95122, 2.29984], [2.82344, 3.75923, 0.85555], [2.73564, 1.83489, 3.76665], [2.63171, 3.58859, 4.29639], [-0.00815, 2.60417, 3.75806], [1.25878, 3.71528, 6.30786], [-0.54748, 3.53302, 5.95030], [0.47825, 4.57075, 4.89657], [1.23147, 0.54313, 4.70726], [-0.17501, 1.11518, 5.53163], [-3.75971, 3.69903, 0.91924], [-3.16309, 4.32034, 2.07372], [-1.77928, 4.24955, 2.02084], [-1.35319, 5.69775, 2.31566], [-1.97018, 6.68398, 1.20690], [0.13925, 5.82460, 2.27042], [-3.34971, 2.73513, 0.75670], [-3.52834, 4.34246, 0.06412], [-4.83642, 3.62766, 1.01252], [-1.35372, 3.53462, 2.69759], [-1.57986, 4.00913, 0.98485], [-1.69821, 5.92875, 3.30433], [-3.05783, 6.57869, 1.13284], [-1.61183, 6.39482, 0.23584], [-1.72385, 7.72277, 1.46271], [0.42672, 6.58893, 2.85285], [0.58523, 5.01797, 2.67619], [-2.63353, 0.62651, 1.84227], [-1.63805, 0.91125, 0.87590], [-0.31041, 0.71969, 1.36659], [0.66831, 0.87972, 0.19188], [0.42570, 2.19406, -0.57301], [0.57550, -0.25195, -0.69598], [-3.48721, 0.32570, 1.22960], [-2.77514, 1.49145, 2.38708], [-2.31520, -0.15289, 2.60984], [-0.04741, 1.47318, 2.15849], [-0.19133, -0.25625, 1.77414], [1.69885, 0.97661, 0.60293], [-0.55005, 2.33011, -1.01659], [1.09349, 2.33973, -1.41515], [0.53577, 2.96292, 0.18414], [-0.33074, -0.30732, -1.07555], [0.71211, -1.05767, -0.14565]]}



Least stable structure among those shown: A).